A molecular structure, C33H74BeFKN6O12P at a distorted geometry. Source: the OMol25 dataset; level of theory: ωB97M-V/def2-TZVPD.

The geometry in ORCA input format:
```
! wB97M-V def2-TZVPD RIJCOSX def2/J DEFGRID3
* xyz 1 1
C 4.728 -4.301 0.692
C 3.392 -3.736 1.231
C 3.127 -2.325 0.669
C 2.526 -1.350 1.692
C 2.937 0.107 1.366
C 1.038 -1.502 1.873
C 0.416 -1.097 3.038
C -0.964 -1.258 3.141
N -1.722 -1.779 2.198
N -1.091 -2.179 1.121
C -1.943 -2.830 0.051
N -2.227 -4.201 0.366
C -3.460 -4.309 1.183
C 0.212 -2.068 0.902
H 5.497 -4.226 1.456
H 5.061 -3.754 -0.207
H 4.615 -5.335 0.382
H 2.615 -4.420 0.889
H 3.379 -3.742 2.319
H 4.076 -1.898 0.358
H 2.507 -2.414 -0.218
H 2.976 -1.600 2.653
H 3.827 0.337 1.944
H 3.230 0.186 0.323
H 2.178 0.845 1.610
H 0.989 -0.676 3.850
H -1.448 -0.927 4.046
H -1.379 -2.778 -0.877
H -2.876 -2.256 -0.019
H -1.460 -4.564 0.915
H -3.901 -3.332 1.291
H -3.220 -4.675 2.188
H -4.164 -5.015 0.760
H 0.607 -2.417 -0.034
F -4.716 -2.341 -0.145
C -8.622 -0.278 2.675
C -7.166 -0.550 2.307
C -6.249 0.659 2.531
O -6.348 1.669 1.528
C -7.413 2.584 1.720
N -7.085 -1.027 0.931
H -9.119 0.354 1.936
H -9.176 -1.216 2.722
H -8.705 0.208 3.649
H -6.812 -1.353 2.960
H -5.215 0.311 2.490
H -6.403 1.097 3.525
H -7.589 2.791 2.776
H -8.335 2.217 1.257
H -7.142 3.520 1.224
H -6.125 -1.290 0.689
H -7.238 -0.218 0.341
C -8.920 -1.531 -2.262
N -8.961 -0.908 -3.654
C -10.113 -1.506 -4.371
C -7.695 -1.259 -4.379
C -9.176 0.611 -3.620
C -8.066 1.371 -2.941
O -8.020 0.872 -1.633
H -9.031 -2.608 -2.382
H -7.965 -1.328 -1.793
H -9.736 -1.124 -1.672
H -9.972 -2.586 -4.421
H -10.157 -1.083 -5.379
H -11.016 -1.271 -3.819
H -6.851 -0.881 -3.813
H -7.724 -0.814 -5.373
H -7.628 -2.342 -4.450
H -10.118 0.771 -3.092
H -9.280 0.944 -4.654
H -8.284 2.443 -2.952
H -7.110 1.231 -3.456
H -7.249 1.260 -1.192
O -8.690 3.342 4.758
C -7.778 4.009 5.169
O -7.083 3.590 6.236
C -5.881 4.222 6.693
C -6.169 5.403 7.596
C -7.457 5.353 4.555
H -5.242 4.490 5.850
H -5.352 3.453 7.253
H -6.717 6.186 7.073
H -5.240 5.828 7.975
H -6.782 5.088 8.441
H -8.130 6.099 4.975
H -7.626 5.285 3.483
H -6.429 5.675 4.698
C 11.797 0.170 -2.218
O 10.563 -0.356 -1.771
C 10.270 -1.581 -2.419
C 9.267 -2.378 -1.629
O 9.790 -3.059 -0.487
C 10.133 -2.251 0.625
C 8.936 -1.708 1.377
O 8.373 -0.601 0.691
C 7.018 -0.405 0.982
H 11.724 0.387 -3.281
H 11.985 1.095 -1.675
H 12.626 -0.526 -2.024
H 11.189 -2.165 -2.559
H 9.834 -1.355 -3.402
H 8.892 -3.167 -2.284
H 8.416 -1.754 -1.352
H 10.814 -1.447 0.342
H 10.673 -2.918 1.303
H 9.254 -1.367 2.373
H 8.192 -2.508 1.494
H 6.435 -1.299 0.712
H 6.666 0.433 0.382
H 6.869 -0.174 2.047
C 9.066 3.154 -2.999
C 10.408 3.137 -3.690
O 10.865 2.118 -4.158
N 11.095 4.318 -3.779
C 10.703 5.621 -3.287
H 8.662 2.146 -3.025
H 9.173 3.471 -1.958
H 8.377 3.819 -3.520
H 11.977 4.232 -4.256
H 10.645 6.330 -4.115
H 11.443 5.988 -2.571
H 9.735 5.574 -2.798
O 8.334 0.015 -5.046
P 8.621 0.734 -6.363
O 8.290 2.221 -6.282
O 7.743 0.102 -7.438
O 10.104 0.587 -6.675
K -12.621 -1.666 -4.858
Be 4.694 -2.907 -2.125
*
```

The value obtained for the LUMO energy is -0.2127 Eh. The calculation puts the electronic energy at -97643.6206 eV. The molar mass comes out at 845.1 u. The HOMO-LUMO gap is 0.0617 hartree.